# 1
# C16H11Cl4O6S

A gas-phase ion, C16H11Cl4O6S (charge -1) at a distorted geometry (wB97M-V/def2-TZVPD, the OMol25 dataset).

Output
- total charge = -1
- SMILES = CCOC(=O)[C@@H]([C@@]1(Cl)C(Cl)=C([O-])C(=O)C(Cl)=C1Cl)S(=O)(=O)c1ccccc1
- HOMO energy (eV) = -3.8
- LUMO energy (eV) = 2.2
- frontier orbital gap (eV) = 5.98

XYZ file:
```
38
Properties=species:S:1:pos:R:3:forces:R:3:nbo_charge:R:1
Cl 0.518877 -3.029866 1.227241 -0.316 -1.246 1.807 -0.047
C -0.183720 -1.395737 0.988632 0.743 -0.514 0.273 0.092
C -0.177789 -0.537183 2.182507 -1.103 0.833 -0.903 -0.410
Cl 0.992775 -0.643168 3.411132 0.767 -0.349 0.483 0.019
C -1.118094 0.537797 2.430065 0.621 -0.872 -0.320 0.375
O -1.009538 1.325006 3.363356 -0.377 0.169 -0.102 -0.611
C -2.392270 0.624676 1.537319 0.600 1.077 1.269 0.464
O -3.219496 1.509888 1.690639 0.837 -1.344 -0.625 -0.491
C -2.518931 -0.513514 0.615613 0.485 -0.815 -0.759 -0.180
Cl -3.952097 -0.551987 -0.313616 -0.648 -0.006 -0.152 0.028
C -1.573111 -1.472037 0.447931 -1.308 0.571 -0.124 -0.018
Cl -1.945550 -2.832849 -0.534890 -0.223 -0.032 -0.184 0.041
C 0.224885 -4.239656 -4.233449 0.394 -0.080 -0.427 -0.631
C 0.509677 -4.117238 -2.767072 0.201 1.038 0.447 -0.071
O 0.448482 -2.679145 -2.379683 0.159 -1.183 0.740 -0.532
C 1.257621 -2.327769 -1.346624 2.311 0.225 0.556 0.813
C 0.724576 -1.192523 -0.475141 -0.506 0.733 -1.366 -0.661
S 2.086907 -0.143837 -0.060394 0.487 0.666 2.092 2.160
C 3.477970 0.149376 -1.155037 0.655 0.008 -1.132 -0.227
C 4.608127 -0.655162 -0.999717 0.137 -0.312 0.149 -0.189
C 5.843343 -0.304914 -1.577817 -0.440 0.381 -0.048 -0.221
C 5.911984 0.864120 -2.362724 -0.294 -0.117 0.374 -0.200
C 4.762396 1.637943 -2.575205 -0.027 -0.046 0.185 -0.236
C 3.548576 1.289759 -1.968786 -0.147 -0.225 0.083 -0.201
O 1.408368 1.118003 0.013582 0.032 0.984 -0.054 -0.961
O 2.720650 -0.711720 1.113987 -0.193 0.225 -1.048 -0.928
O 2.442769 -2.686161 -1.190188 -3.124 0.030 -0.881 -0.620
H -0.004837 -5.267400 -4.492313 -0.075 -0.279 0.091 0.210
H -0.596671 -3.629790 -4.586708 -0.279 0.202 0.259 0.222
H 1.094760 -3.970854 -4.814334 0.296 0.214 -0.210 0.209
H -0.247093 -4.675375 -2.199072 0.237 0.425 0.208 0.187
H 1.521238 -4.423590 -2.488247 -0.255 -0.329 -0.163 0.212
H -0.026311 -0.605691 -1.001826 0.584 0.244 -0.628 0.263
H 4.440086 -1.547271 -0.385145 0.536 0.375 -0.228 0.265
H 6.754374 -0.896712 -1.386864 -0.679 0.277 -0.146 0.215
H 6.864950 1.217597 -2.768353 -0.313 -0.293 0.078 0.208
H 4.818000 2.559223 -3.172993 -0.020 -0.523 0.278 0.212
H 2.661125 1.908290 -2.103690 0.246 -0.113 0.128 0.240
```
Positions in Å, forces in eV/Å.


# 2
# C16H11F2NS

2 unconnected molecules or ions with the total composition C16H11F2NS at a distorted geometry (wB97M-V/def2-TZVPD, the OMol25 dataset).

Output
- HOMO energy (eV) = -7.2
- LUMO energy (eV) = -2.7
- frontier orbital gap (eV) = 4.45

XYZ file:
```
31
Properties=species:S:1:pos:R:3:forces:R:3:nbo_charge:R:1
F -3.835439 3.301349 -0.304008 0.069 -1.215 0.122 -0.327
C -3.744890 1.928811 -0.226481 0.146 0.560 -0.036 0.380
C -4.917207 1.178648 -0.297873 0.402 -0.524 0.229 -0.213
C -4.827710 -0.222209 -0.195084 0.180 0.415 -0.242 -0.206
C -3.586715 -0.838371 -0.080237 0.607 0.005 -0.197 -0.104
C -2.383845 -0.075320 -0.092473 -1.460 1.172 0.294 -0.155
C -1.109987 -0.714537 -0.142300 -0.202 -1.500 -0.697 0.152
C 0.102788 -0.037320 -0.200941 1.760 0.149 0.117 -0.326
C 1.316318 -0.708861 -0.095267 -1.909 0.273 -0.224 0.046
C 2.587516 -0.070953 -0.160011 1.683 0.998 -0.406 -0.124
C 2.711574 1.348864 -0.217477 0.456 -0.585 0.112 -0.222
C 3.980846 1.907439 -0.299652 -0.176 0.548 0.111 0.395
F 4.091421 3.279967 -0.306907 -0.096 -1.261 -0.048 -0.325
C 5.147059 1.144348 -0.343292 -0.367 -0.443 -0.024 -0.231
C 5.022161 -0.257903 -0.325007 0.065 0.652 0.005 -0.197
C 3.769499 -0.854427 -0.241545 -0.409 0.196 0.183 -0.147
C -2.488370 1.354108 -0.101825 -0.299 -0.775 -0.104 -0.204
H -5.879698 1.668544 -0.397440 0.165 0.028 -0.033 0.242
H -5.732285 -0.830576 -0.271266 0.320 0.258 0.193 0.234
H -3.510020 -1.926105 0.017946 0.017 0.432 -0.064 0.252
H -1.109919 -1.811694 -0.262826 0.005 1.057 -0.461 0.296
H 0.098017 1.055953 -0.343633 0.081 -0.756 0.275 0.207
H 1.316424 -1.792296 0.058681 -0.194 0.293 -0.005 0.242
H 1.835655 1.991124 -0.168548 0.352 -0.047 0.027 0.231
H 6.121495 1.632480 -0.390760 -0.339 -0.130 0.019 0.244
H 5.927602 -0.865361 -0.360514 -0.333 0.134 -0.019 0.232
H 3.691452 -1.943143 -0.233300 -0.033 0.314 0.054 0.229
H -1.599633 1.979732 -0.031229 -0.418 -0.052 -0.103 0.229
N -1.211913 -2.428244 1.434513 0.238 -1.596 1.289 -0.699
C -0.989631 -3.504847 1.900158 -0.574 2.270 -0.561 0.121
S -0.792555 -4.889207 2.678598 0.262 -0.869 0.193 -0.254
```
Positions in Å, forces in eV/Å.


# 3
# C16H11F8N3OS

2 unconnected molecules or ions with the total composition C16H11F8N3OS at a distorted geometry (wB97M-V/def2-TZVPD, the OMol25 dataset).

Output
- HOMO energy (eV) = -8.6
- LUMO energy (eV) = -1.5
- frontier orbital gap (eV) = 7.08

XYZ file:
```
40
Properties=species:S:1:pos:R:3:forces:R:3:nbo_charge:R:1
C -2.194828 0.449183 -8.900943 3.510 -2.223 1.159 -0.368
C -0.967468 -0.422323 -8.708539 -3.514 3.081 0.898 -0.262
C -0.333369 -0.383679 -7.166068 1.448 1.480 1.777 0.148
C -0.292248 -1.717827 -6.234788 0.725 1.267 1.443 -0.003
N 0.207847 -1.824186 -4.820898 -0.619 5.702 -5.071 -0.369
C 0.673078 -0.462901 -4.389068 0.679 1.007 1.522 0.125
C 1.225199 -0.337418 -2.816182 0.348 3.548 -1.101 -0.219
C 1.734992 1.103544 -2.178968 -1.787 -2.150 -3.870 0.112
N 2.164742 1.048081 -0.701935 -8.052 -0.611 1.679 -0.502
C 0.941209 0.861612 -0.045761 2.007 0.295 -2.002 0.288
S -0.625466 0.621645 0.656835 5.378 0.815 -2.135 0.044
C 1.733331 2.483676 -3.086229 -1.776 -3.468 -2.852 -0.235
C 1.192554 2.353701 -4.629588 0.620 -1.892 3.198 -0.194
C 0.668886 0.903785 -5.269527 -0.227 -0.042 0.261 0.120
N 0.159718 0.949752 -6.682285 -0.317 -5.634 2.727 -0.392
H -2.376405 1.318303 -8.103160 0.180 -2.454 -1.699 0.229
H -2.987555 0.285782 -9.753131 2.174 0.560 1.511 0.227
H -0.489373 -1.028087 -9.592754 -1.225 0.849 2.259 0.247
H -0.736265 -2.717212 -6.714396 1.168 2.445 1.275 0.233
H 1.249174 -1.306877 -2.132886 -0.054 2.353 -1.645 0.256
H 2.075276 3.514742 -2.646106 -0.748 -2.357 -0.959 0.256
H 1.153844 3.332085 -5.313670 0.072 -2.578 1.658 0.257
C 1.179804 -0.278855 5.638173 1.077 0.395 0.068 -0.144
C 0.569268 -1.605550 5.161927 0.442 -0.301 0.905 0.594
C -0.714828 -1.466331 4.351483 -0.762 -0.502 -0.672 0.515
F -1.707944 -0.878380 5.054126 0.173 -0.356 -0.357 -0.320
F -1.182802 -2.690564 3.983253 0.372 0.072 0.116 -0.325
F 0.394554 -2.425682 6.232614 -0.173 0.223 -0.394 -0.312
F 1.506308 -2.221894 4.374169 -0.420 0.376 -0.194 -0.326
O 0.874163 0.111146 6.979409 -1.932 0.203 -0.260 -0.505
C -0.368063 0.792858 7.149650 1.873 0.527 -1.018 0.845
C -1.366629 0.009332 8.008674 -0.683 -0.695 0.441 0.500
F -1.638312 -1.210316 7.475128 0.327 0.495 0.317 -0.316
F -2.554873 0.663409 8.099910 0.493 0.211 -0.188 -0.320
F -0.862882 1.126219 5.934286 -0.190 0.296 0.872 -0.317
F -0.061809 1.969036 7.762593 -0.420 -0.656 0.126 -0.319
H 2.267630 -0.422441 5.642328 -0.292 -0.197 0.133 0.232
H 1.016756 0.538712 4.926004 -0.244 -0.295 0.122 0.213
H -0.546908 -0.890203 3.436910 0.190 0.047 0.069 0.148
H -0.980304 -0.145878 9.019409 0.177 0.163 -0.115 0.158
```
Positions in Å, forces in eV/Å.


# 4
# C16H11F9N2OPd

A molecular structure, C16H11F9N2OPd (wB97M-V/def2-TZVPD, the OMol25 dataset).

Output
- ⟨S²⟩ = 2.02
- HOMO energy (spin up / spin down) (eV) = -7.9 / -7.8
- LUMO energy (spin up / spin down) (eV) = 0.3 / -2.3
- spin multiplicity = 3
- frontier orbital gap (spin up / spin down) (eV) = 8.22 / 5.53

XYZ file:
```
40
Properties=species:S:1:pos:R:3:forces:R:3:lowdin_spin:R:1
Pd -0.383797 -0.140361 -0.012906 -0.030 0.158 -0.105 1.116
C -1.696835 -2.199308 -1.979762 -0.057 0.022 -0.026 0.003
N -0.624519 -2.155874 -0.988015 0.012 -0.096 0.007 0.107
C -0.814489 -3.202965 0.017240 0.004 -0.039 -0.002 0.004
C 0.699501 -2.239309 -1.604926 0.079 -0.127 -0.059 0.001
C 1.070464 -0.986503 -2.379487 0.158 0.196 0.011 0.033
N 0.783948 0.205486 -1.579142 -0.019 -0.030 -0.168 0.351
C 1.248128 1.433635 -1.999688 -0.056 -0.444 0.218 0.013
C 0.975513 2.545344 -1.185596 0.134 0.357 -0.038 0.063
F 0.288467 2.389145 -0.045877 0.016 -0.006 -0.045 0.048
C 1.405510 3.816231 -1.510167 -0.117 -0.061 0.174 -0.006
F 1.108167 4.819106 -0.679047 0.022 -0.002 -0.037 -0.008
C 2.127118 4.062028 -2.658196 0.043 0.007 -0.073 0.073
C 2.403429 2.985128 -3.474975 -0.013 -0.070 0.018 -0.007
F 3.093632 3.165016 -4.605527 0.003 0.036 0.011 -0.008
C 1.986767 1.704713 -3.166450 0.007 0.118 -0.107 0.057
F 2.300982 0.738189 -4.043674 -0.042 -0.020 0.053 0.018
H -1.682008 -3.150122 -2.528584 -0.007 0.003 -0.003 0.003
H -1.595650 -1.378490 -2.687751 0.024 -0.003 0.005 0.000
H -2.656233 -2.096120 -1.476120 0.012 0.002 0.018 0.000
H -0.783983 -4.198191 -0.444526 -0.011 -0.005 0.009 0.003
H -1.771544 -3.054131 0.512099 -0.002 0.014 -0.010 0.000
H -0.032908 -3.131600 0.772046 0.009 0.000 -0.022 0.000
H 0.777968 -3.112042 -2.270413 -0.043 0.017 0.009 0.001
H 1.423177 -2.378142 -0.799139 -0.026 0.025 -0.003 0.000
H 0.557274 -0.921342 -3.343820 -0.068 -0.065 0.046 0.012
H 2.136749 -1.052589 -2.606520 -0.020 0.007 -0.024 0.009
H 2.463307 5.056780 -2.909389 -0.004 0.008 0.001 0.004
F -0.854141 0.969921 6.741448 0.009 -0.003 0.006 0.001
C -1.034552 0.596527 5.468685 0.019 0.013 -0.003 0.003
C -0.010798 0.709025 4.547873 0.010 -0.012 -0.046 0.000
F 1.181611 1.184391 4.921969 -0.014 0.001 0.019 0.000
C -0.219366 0.325833 3.236756 0.094 0.028 0.015 0.006
F 0.813905 0.433656 2.364276 -0.064 0.042 0.108 0.015
C -1.437568 -0.180561 2.770594 -0.129 -0.098 -0.388 0.010
O -1.646737 -0.566482 1.532040 0.129 -0.006 0.296 0.069
C -2.447874 -0.288561 3.735049 -0.031 0.065 0.201 0.005
F -3.645073 -0.774069 3.381960 0.015 -0.006 -0.049 0.001
C -2.253785 0.091914 5.049103 -0.060 -0.028 -0.015 0.000
F -3.253762 -0.025325 5.928577 0.015 0.005 0.000 0.000
```
Positions in Å, forces in eV/Å.


Copy entry 2 word for word.
# C16H11F2NS

2 unconnected molecules or ions with the total composition C16H11F2NS at a distorted geometry (wB97M-V/def2-TZVPD, the OMol25 dataset).

Output
- HOMO energy (eV) = -7.2
- LUMO energy (eV) = -2.7
- frontier orbital gap (eV) = 4.45

XYZ file:
```
31
Properties=species:S:1:pos:R:3:forces:R:3:nbo_charge:R:1
F -3.835439 3.301349 -0.304008 0.069 -1.215 0.122 -0.327
C -3.744890 1.928811 -0.226481 0.146 0.560 -0.036 0.380
C -4.917207 1.178648 -0.297873 0.402 -0.524 0.229 -0.213
C -4.827710 -0.222209 -0.195084 0.180 0.415 -0.242 -0.206
C -3.586715 -0.838371 -0.080237 0.607 0.005 -0.197 -0.104
C -2.383845 -0.075320 -0.092473 -1.460 1.172 0.294 -0.155
C -1.109987 -0.714537 -0.142300 -0.202 -1.500 -0.697 0.152
C 0.102788 -0.037320 -0.200941 1.760 0.149 0.117 -0.326
C 1.316318 -0.708861 -0.095267 -1.909 0.273 -0.224 0.046
C 2.587516 -0.070953 -0.160011 1.683 0.998 -0.406 -0.124
C 2.711574 1.348864 -0.217477 0.456 -0.585 0.112 -0.222
C 3.980846 1.907439 -0.299652 -0.176 0.548 0.111 0.395
F 4.091421 3.279967 -0.306907 -0.096 -1.261 -0.048 -0.325
C 5.147059 1.144348 -0.343292 -0.367 -0.443 -0.024 -0.231
C 5.022161 -0.257903 -0.325007 0.065 0.652 0.005 -0.197
C 3.769499 -0.854427 -0.241545 -0.409 0.196 0.183 -0.147
C -2.488370 1.354108 -0.101825 -0.299 -0.775 -0.104 -0.204
H -5.879698 1.668544 -0.397440 0.165 0.028 -0.033 0.242
H -5.732285 -0.830576 -0.271266 0.320 0.258 0.193 0.234
H -3.510020 -1.926105 0.017946 0.017 0.432 -0.064 0.252
H -1.109919 -1.811694 -0.262826 0.005 1.057 -0.461 0.296
H 0.098017 1.055953 -0.343633 0.081 -0.756 0.275 0.207
H 1.316424 -1.792296 0.058681 -0.194 0.293 -0.005 0.242
H 1.835655 1.991124 -0.168548 0.352 -0.047 0.027 0.231
H 6.121495 1.632480 -0.390760 -0.339 -0.130 0.019 0.244
H 5.927602 -0.865361 -0.360514 -0.333 0.134 -0.019 0.232
H 3.691452 -1.943143 -0.233300 -0.033 0.314 0.054 0.229
H -1.599633 1.979732 -0.031229 -0.418 -0.052 -0.103 0.229
N -1.211913 -2.428244 1.434513 0.238 -1.596 1.289 -0.699
C -0.989631 -3.504847 1.900158 -0.574 2.270 -0.561 0.121
S -0.792555 -4.889207 2.678598 0.262 -0.869 0.193 -0.254
```
Positions in Å, forces in eV/Å.